A) DFT (ωB97M-V with the def2-TZVPD basis set) results for 2 unconnected molecules or ions with the total composition C3H7O2P.

Last column: Mulliken charge in e.
Atoms and positions in Å:
1 C -1.758 -0.130 -0.814  -0.3685
2 C -1.146 -0.014 0.476  0.3509
3 C 0.118 0.723 0.761  -1.1904
4 O -0.987 -1.215 -0.304  -0.4137
5 O 3.049 -0.148 0.222  -0.4564
6 P 1.940 0.342 -0.879  0.2392
7 H -2.814 -0.190 -0.834  0.2817
8 H -1.402 0.311 -1.834  0.1809
9 H -1.771 -0.063 1.364  0.3485
10 H 0.678 0.239 1.574  0.2904
11 H 0.101 1.783 0.878  0.3526
12 H 2.695 -0.827 0.825  0.3372
13 H 1.298 -0.814 -1.433  0.0475

Properties
HOMO energy = -8.665 eV
Gap between HOMO and LUMO = 9.28 eV
Spin multiplicity = 1



B) DFT (ωB97M-V with the def2-TZVPD basis set) results for 2 unconnected molecules or ions with the total composition C3H7O2P.

Last column: Mulliken charge in e.
Atoms and positions in Å:
1 C 1.448 -0.761 0.602  -0.4290
2 C 0.926 0.045 -0.530  0.5169
3 C 0.571 1.428 -0.378  -1.1798
4 O 0.143 -0.955 0.148  -0.5077
5 O -2.555 -0.794 -0.694  -0.4193
6 P -2.770 0.450 0.325  0.0842
7 H 2.136 -1.577 0.407  0.2301
8 H 1.543 -0.301 1.579  0.2363
9 H 1.230 -0.271 -1.526  0.3230
10 H 0.534 2.082 -1.223  0.3025
11 H 0.338 1.816 0.596  0.3586
12 H -1.696 -1.222 -0.621  0.4878
13 H -1.849 0.061 1.314  -0.0035

Properties
HOMO energy (alpha / beta) = -8.642 / -7.405 eV
Gap between HOMO and LUMO (alpha / beta) = 8.64 / 7.01 eV
Spin multiplicity = 1



Pick A): it beats the second-best structure by 0.0322 hartree.